Entry from the OMol25 dataset: a cluster of 2 separate species, C6H17N2 in total (ωB97M-V/def2-TZVPD).

XYZ file:
```
25
Properties=species:S:1:pos:R:3:lowdin_charge:R:1
C 1.648 2.605 0.148 -0.06
C 0.553 1.890 -0.755 -0.13
C 0.724 0.327 -0.639 0.16
C -0.159 -0.393 0.423 -0.11
C -1.531 -0.912 -0.178 -0.10
N -2.529 -1.281 0.884 0.17
C -2.748 -2.723 1.164 0.03
N 3.475 0.552 -0.999 0.07
H 1.653 2.196 1.166 0.09
H 1.432 3.651 0.346 0.10
H 2.682 2.644 -0.250 0.08
H 0.599 2.212 -1.874 0.18
H 1.007 -0.362 -1.409 0.12
H -0.306 2.261 -0.314 0.09
H -0.264 0.363 1.203 0.12
H 0.217 -1.196 1.127 0.16
H -1.931 -0.086 -0.803 0.15
H -1.349 -1.756 -0.901 0.17
H -3.355 -0.700 0.858 0.17
H -3.133 -2.998 2.125 0.11
H -1.680 -3.254 1.157 0.16
H -3.338 -3.150 0.360 0.13
H 4.381 -0.007 -0.884 0.11
H 3.053 0.241 -1.837 0.01
H 2.783 0.277 -0.237 0.03
```

Spin multiplicity ... 2
LUMO energy (alpha / beta) ... -10.925 / -11.958 eV
HOMO level (alpha / beta) ... -17.3 / -17.2 eV
Net charge ... +2
Expectation value of S² ... 0.75

Entry from the OMol25 dataset: the molecule C6H17N3 (ωB97M-V/def2-TZVPD).

XYZ file:
```
26
Properties=species:S:1:pos:R:3:lowdin_charge:R:1
C -0.445 1.824 -0.477 -0.04
C 0.075 0.534 0.164 -0.34
N -0.051 -0.642 -0.644 0.07
N -1.517 -1.089 -0.183 -0.26
C -2.732 -0.366 -0.478 -0.13
C -1.563 -2.012 0.928 -0.12
N 1.673 0.504 0.369 -0.23
C 2.297 -0.770 0.685 -0.14
C 2.540 1.353 -0.419 -0.14
H -0.883 1.650 -1.465 0.07
H -1.197 2.287 0.166 0.08
H 0.309 2.586 -0.672 0.05
H -0.276 0.452 1.192 0.13
H -0.061 -0.390 -1.631 0.11
H -2.636 0.278 -1.357 0.07
H -3.076 0.234 0.376 0.08
H -3.535 -1.075 -0.724 0.08
H -1.762 -1.500 1.879 0.07
H -2.351 -2.761 0.774 0.08
H -0.629 -2.572 1.042 0.08
H 1.648 -1.386 1.313 0.07
H 3.229 -0.615 1.244 0.08
H 2.551 -1.344 -0.215 0.07
H 2.645 0.998 -1.452 0.08
H 2.203 2.394 -0.436 0.06
H 3.544 1.426 0.023 0.08
```

SMILES ... C[C@@H](NN(C)C)N(C)C
LUMO energy ... 0.975 eV
HOMO level ... -7.6 eV

Entry from the OMol25 dataset: a cluster of 2 separate species, C6H17N3 in total (ωB97M-V/def2-TZVPD).

XYZ file:
```
26
Properties=species:S:1:pos:R:3:lowdin_charge:R:1
C 0.890 0.764 1.295 -0.06
C -1.698 -2.298 -0.550 -0.09
C -0.114 0.951 -1.890 -0.06
C 3.233 0.807 1.827 0.02
C -0.730 -1.455 -1.363 -0.22
C -0.793 0.005 -1.083 -0.28
N 0.238 0.865 2.440 0.19
N 2.092 0.444 0.941 0.05
N -2.152 0.461 -0.656 0.21
H -1.264 -3.312 -0.429 0.11
H -1.897 -1.883 0.465 0.08
H -2.728 -2.291 -1.112 0.13
H 0.218 1.906 -1.411 0.12
H -0.680 1.267 -2.704 0.09
H 0.814 0.543 -2.231 0.10
H 4.001 0.221 1.653 0.04
H 2.946 0.798 2.969 0.15
H 3.467 1.841 1.720 0.10
H 0.270 -1.874 -1.283 0.12
H -0.773 -1.758 -2.501 0.19
H -0.581 1.434 2.285 0.12
H 0.518 0.608 3.402 0.17
H 2.341 0.571 -0.032 0.15
H -2.905 0.105 -1.303 0.20
H -2.333 1.483 -0.599 0.19
H -2.380 -0.203 0.149 0.16
```

LUMO energy (alpha / beta) ... -8.322 / -9.550 eV
HOMO level (alpha / beta) ... -18.0 / -16.4 eV
Net charge ... +2

Entry from the OMol25 dataset: a cluster of 2 separate species, C6H17N4O in total (ωB97M-V/def2-TZVPD).

XYZ file:
```
28
Properties=species:S:1:pos:R:3:lowdin_charge:R:1
C 0.160 -2.103 2.162 -0.13
C -0.501 -0.646 2.504 -0.05
C -0.071 -2.577 0.758 -0.49
O 0.837 -2.888 0.001 0.02
N -1.453 -2.722 0.345 0.18
H 1.313 -2.045 2.275 0.14
H -0.102 -2.885 2.901 0.12
H -1.440 -0.563 2.007 0.04
H 0.247 0.071 2.294 0.01
H -1.743 -3.105 -0.471 0.05
H -2.116 -2.221 0.785 0.03
H -0.621 -0.569 3.638 0.10
C -0.280 2.378 -0.329 -0.23
C 0.628 2.666 0.832 -0.09
C 0.389 0.603 -2.255 -0.42
N 0.497 1.837 -1.535 0.01
N -0.558 0.535 -3.148 0.20
N 1.248 -0.429 -2.218 0.19
H -1.194 1.654 -0.143 0.15
H -0.877 3.174 -0.753 0.10
H 0.594 1.848 1.619 0.07
H 0.612 3.643 1.316 0.08
H 1.336 2.480 -1.675 0.16
H -1.198 1.279 -3.271 0.12
H -0.672 -0.477 -3.667 0.22
H 2.037 -0.624 -1.455 0.21
H 1.212 -1.140 -2.970 0.14
H 1.717 2.826 0.453 0.11
```

LUMO energy ... -3.277 eV
HOMO level ... -12.8 eV
Net charge ... +1

Entry from the OMol25 dataset: a cluster of 2 separate species, C6H17NO in total (ωB97M-V/def2-TZVPD).

XYZ file:
```
25
Properties=species:S:1:pos:R:3:lowdin_charge:R:1
C 0.413 -2.880 -2.188 -0.12
C -0.059 -1.469 -1.687 -0.26
C 0.194 -1.110 -0.246 -0.18
C 0.755 0.439 -0.259 -0.32
C 1.780 0.584 0.934 -0.05
N -0.575 1.077 -0.091 -0.13
C -0.948 2.253 -0.879 -0.13
H -0.199 -3.717 -1.848 0.06
H 1.345 -3.243 -2.039 0.01
H 0.102 -2.770 -3.297 0.09
H -1.200 -1.505 -1.805 0.12
H 0.510 -0.752 -2.438 0.13
H 0.810 -1.751 0.301 0.08
H -0.762 -1.026 0.219 0.09
H 1.239 0.725 -1.201 0.12
H 1.235 0.616 1.924 0.09
H 2.323 1.408 0.681 0.03
H 2.509 -0.127 1.081 0.03
H -0.774 1.242 0.917 0.10
H -0.285 2.374 -1.777 0.09
H -1.062 3.109 -0.303 0.03
H -2.007 1.980 -1.269 0.09
O -1.273 0.866 3.612 -0.12
H -0.695 1.529 4.085 0.05
H -1.697 0.535 4.472 0.07
```

SMILES ... CCC[C@H](C)NC.O
LUMO energy ... 0.577 eV
HOMO level ... -7.8 eV

Entry from the OMol25 dataset: a cluster of 3 separate species, C6H17NO in total (ωB97M-V/def2-TZVPD).

XYZ file:
```
25
Properties=species:S:1:pos:R:3:lowdin_charge:R:1
H 0.244 -2.486 1.528 0.10
N 0.014 -1.513 1.695 0.09
C -1.230 -1.243 1.873 -0.24
C -1.645 0.150 2.198 -0.06
H -1.976 -2.027 2.017 0.13
H -0.922 0.862 1.803 0.08
H -2.613 0.363 1.748 0.07
H -1.740 0.251 3.283 0.09
C 1.923 0.487 -2.257 -0.07
C 1.161 0.932 -1.005 -0.54
C 2.049 1.761 -0.079 -0.07
O 0.675 -0.210 -0.360 -0.26
H 2.795 -0.102 -1.966 0.08
H 1.284 -0.142 -2.875 0.07
H 2.275 1.345 -2.835 0.07
H 0.306 1.558 -1.323 0.13
H 2.396 2.665 -0.584 0.07
H 1.501 2.043 0.822 0.07
H 2.934 1.191 0.210 0.08
H 0.610 -0.711 0.725 0.10
C -2.024 -1.050 -0.871 -0.08
H -0.934 -0.626 -0.640 0.04
H -2.077 -2.136 -0.783 0.02
H -2.120 -0.782 -1.922 0.01
H -2.887 -0.583 -0.402 0.01
```

SMILES ... [H]/N=C/C.CC(C)O.C
LUMO energy ... 0.699 eV
HOMO level ... -8.7 eV